114
Properties=species:S:1:pos:R:3:forces:R:3 method="wB97M-V/def2-TZVPD" spin_multiplicity=3 e_homo_ev=-7.142 orbital_gap_ev=6.91 energy_ev=-77377.2103 total_charge=0 max_force_ev_per_a=4.132
C 3.7483 1.2822 1.2582 -0.27 -1.40 0.03
C 2.5376 0.2314 1.5296 2.22 0.57 -0.39
N 1.7726 0.1465 0.2584 0.71 0.36 0.61
N 0.5326 -0.5040 0.3695 0.92 -0.58 0.60
C -0.5532 0.3509 0.9067 -0.79 0.29 0.74
C -0.3442 1.9197 0.6420 0.51 -0.15 -3.20
I -0.4355 3.1765 2.4452 0.10 -0.92 -1.25
C -0.1419 2.4959 -0.6345 -0.20 0.27 3.11
C 0.0354 4.0565 -0.8896 -0.75 -0.64 -1.37
I -0.0900 1.2833 -2.4684 -0.02 0.96 1.45
C -2.0100 -0.1828 0.3875 -0.55 0.35 0.82
C -3.0644 1.0179 0.1977 -0.82 -1.20 0.26
C -4.5453 0.3523 0.1610 -0.02 0.15 0.26
C -5.5380 0.9893 1.2690 -0.78 -1.44 -1.16
C -6.2047 -0.2399 2.0871 0.50 0.18 -0.67
N -7.2262 0.1930 3.0795 1.63 -0.28 0.88
C -6.6977 1.1587 4.0469 -1.05 1.64 -1.10
N -7.1650 2.3782 4.0422 0.94 -1.91 0.83
N -5.6210 0.7717 4.9761 -0.66 -0.04 -2.43
O -1.9254 -1.0403 -0.7652 -0.63 0.03 1.31
C -2.4653 -2.3531 -0.5231 -0.05 -1.43 -1.02
P 0.5814 -2.1226 1.0508 -2.90 -1.58 -0.64
C 1.9613 -3.1919 0.3322 0.33 0.34 0.50
C 0.5309 -2.1771 2.9400 0.28 1.19 0.85
H 4.6594 0.8943 1.8193 -1.06 0.91 -0.58
H 4.0043 1.1822 0.1463 -0.35 0.51 1.53
H 3.4610 2.3362 1.5551 0.45 -1.25 -0.53
H 1.9259 0.5756 2.4192 0.42 -0.48 -1.29
H 3.0718 -0.7614 1.7730 -1.07 1.16 -0.05
H 2.3066 -0.3707 -0.4613 -0.30 0.59 0.69
H -0.5935 0.1938 2.0468 -0.07 0.67 -1.49
H 1.0568 4.3050 -1.3499 -1.37 -0.47 0.98
H -0.2329 4.7070 -0.0045 0.62 -1.01 -0.88
H -0.7214 4.3205 -1.7151 1.06 -0.33 1.14
H -2.4472 -0.8291 1.2345 0.76 1.01 -0.98
H -2.8704 1.6437 -0.7301 -0.09 -0.86 1.19
H -3.0707 1.6902 1.1212 0.42 -0.81 -1.27
H -4.4995 -0.7661 0.4015 0.23 1.52 -0.40
H -5.0131 0.4104 -0.8844 0.70 0.05 1.60
H -6.4077 1.4374 0.6657 1.24 -0.09 1.24
H -5.0341 1.7440 1.9491 -0.72 -0.88 -0.88
H -6.6760 -0.9478 1.3155 0.52 1.03 1.21
H -5.4003 -0.8510 2.6145 -0.92 0.82 -0.63
H -8.0858 0.5173 2.6301 0.62 0.12 0.38
H -7.8878 2.5047 3.3233 0.51 -0.23 0.24
H -5.3023 -0.1880 4.7620 -0.45 0.66 0.21
H -4.8059 1.3832 4.7867 -0.85 -0.26 0.40
H -3.6023 -2.4139 -0.6389 1.37 0.35 0.26
H -2.0417 -3.0270 -1.3522 -0.54 1.01 1.18
H -2.1389 -2.8266 0.4565 -0.33 0.90 -1.08
H 1.5608 -4.2658 0.3014 0.56 1.66 0.26
H 2.8621 -3.1046 1.0181 -0.69 -0.36 -1.27
H 2.1562 -2.8967 -0.7446 -0.02 -0.19 1.37
H 1.2473 -2.9076 3.4294 -0.83 0.84 -0.65
H -0.5504 -2.3999 3.2483 1.64 0.06 -0.52
H 0.7447 -1.1261 3.3427 -0.08 -1.47 -0.29
C 8.7056 2.6206 4.2588 0.23 0.36 -0.08
C 8.1837 1.3251 3.5736 -0.23 1.00 1.83
C 8.9702 0.0968 4.0849 0.19 -0.26 -0.35
C 10.3812 -0.0070 3.5180 -0.04 0.00 0.05
C 10.3491 0.0539 1.9965 -0.23 -0.23 0.28
C 9.6087 1.2957 1.4632 1.62 1.04 -0.88
N 8.2619 1.4802 2.0896 -1.25 -3.86 -0.80
O 7.4252 0.5777 1.5339 0.92 1.88 0.59
C 10.4866 2.5449 1.7064 0.05 0.17 0.32
C 9.5284 1.1960 -0.0773 -0.67 -0.27 0.00
C 6.7299 1.1806 4.0881 -0.23 -0.27 -0.70
H 9.6300 2.4536 4.8173 0.00 0.02 -0.12
H 8.8816 3.4283 3.5460 0.03 -0.18 -0.01
H 7.9801 3.0331 4.9652 0.02 -0.28 -0.03
H 8.4303 -0.8215 3.8232 -0.09 0.17 -0.11
H 9.0225 0.1137 5.1784 -0.19 0.22 -0.09
H 11.0162 0.7851 3.9250 -0.01 0.02 -0.04
H 10.8317 -0.9523 3.8357 -0.01 0.08 0.00
H 11.3756 0.0366 1.6161 -0.15 0.20 -0.14
H 9.8705 -0.8573 1.6195 -0.13 0.15 -0.04
H 9.9612 3.4581 1.4103 -0.02 -0.12 0.06
H 11.4033 2.4970 1.1122 -0.17 -0.19 -0.03
H 10.8092 2.6547 2.7417 -0.11 0.02 -0.02
H 9.0398 0.2788 -0.4168 -0.09 0.16 0.19
H 10.5287 1.1915 -0.5213 -0.02 0.08 0.35
H 8.9865 2.0471 -0.5026 0.01 -0.10 0.12
H 6.1008 2.0066 3.7375 0.13 -0.10 -0.01
H 6.7054 1.1874 5.1831 0.32 0.11 -0.18
H 6.2647 0.2409 3.7793 0.11 0.14 -0.16
C -5.4804 0.0769 -3.6558 -0.36 0.16 0.17
C -4.8949 -1.1453 -4.4182 0.76 1.79 0.77
C -4.7271 -0.8078 -5.9170 -0.24 -0.31 -0.29
C -6.0408 -0.7801 -6.6899 0.06 0.02 0.01
C -6.8077 -2.0798 -6.4823 0.40 0.09 -0.10
C -7.0269 -2.4136 -4.9939 -2.07 0.22 0.11
N -5.7657 -2.3380 -4.1921 2.12 -2.46 -2.51
O -5.0377 -3.4413 -4.4693 -1.21 1.50 1.06
C -8.0866 -1.4479 -4.4151 0.05 0.36 0.08
C -7.7005 -3.8015 -4.8953 0.61 -0.35 0.11
C -3.4732 -1.3173 -3.8280 -0.10 -0.79 -0.08
H -5.8313 0.8611 -4.3316 -0.08 -0.08 0.03
H -6.3071 -0.1981 -2.9975 0.03 -0.06 -0.16
H -4.7438 0.5379 -2.9924 0.13 -0.11 -0.29
H -4.0700 -1.5478 -6.3900 -0.05 -0.07 0.21
H -4.2230 0.1577 -6.0298 0.01 -0.08 0.29
H -6.6449 0.0800 -6.3868 -0.02 -0.03 0.03
H -5.8324 -0.6457 -7.7559 -0.03 0.02 0.08
H -7.7713 -2.0130 -6.9981 -0.05 -0.11 0.26
H -6.2582 -2.8927 -6.9708 0.02 -0.03 0.20
H -8.2139 -1.6032 -3.3392 0.09 0.00 -0.10
H -9.0618 -1.6176 -4.8798 0.19 -0.16 -0.06
H -7.8555 -0.3963 -4.5853 0.07 -0.05 0.08
H -7.1219 -4.5881 -5.3869 0.10 0.18 0.17
H -8.6815 -3.7953 -5.3806 0.15 0.32 0.04
H -7.8546 -4.0948 -3.8517 0.10 0.07 -0.10
H -3.5128 -1.5888 -2.7691 -0.05 0.08 -0.19
H -2.9035 -0.3850 -3.9074 -0.38 0.02 -0.01
H -2.8871 -2.0759 -4.3536 -0.24 -0.06 0.07